(1)
Density functional theory data (ωB97M-V/def2-TZVPD) for a 14-piece molecular cluster, C5H36NO14 overall.

Calculated values
relative energy (zero: lowest compared OMol25 entry of this formula, charge and spin)	35.9	kcal per mole
2S+1	2
total charge	0
HOMO energy (alpha / beta)	-3.98 / -7.11	eV
frontier orbital gap (alpha / beta)	4.30 / 7.43	eV

Last column: Mulliken charge in e.
Geometry (Å):
O: 0.36 -4.21 -0.42  -0.721
O: 1.39 3.67 -2.25  -0.717
O: -4.06 -0.70 -0.05  -0.556
O: -0.17 2.15 -3.71  -0.579
O: 0.46 -3.28 3.22  -0.643
O: 3.18 1.68 -2.55  -0.610
O: 1.75 -1.87 -0.25  -0.808
O: -0.93 0.28 -1.62  -0.991
O: 2.12 -0.91 -2.63  -0.691
O: -2.70 -2.21 2.23  -0.554
O: 4.53 0.08 -1.07  -0.558
O: 2.85 0.65 2.69  -0.616
O: -1.53 4.40 0.63  -0.561
O: -2.03 -3.17 -0.71  -0.708
N: -0.57 -1.31 1.01  0.340
C: -1.17 0.13 0.85  0.804
C: -0.62 0.66 -0.42  -0.356
C: -0.69 0.89 2.07  -0.617
C: -2.68 2.38 2.16  -0.844
C: -1.37 2.22 2.30  -0.386
H: 2.67 -1.73 -0.17  0.162
H: -3.42 1.64 1.86  0.118
H: 3.19 1.14 3.46  0.289
H: 2.45 0.02 -2.52  0.309
H: -0.59 1.39 -3.22  0.380
H: 0.63 -4.73 -1.19  0.319
H: -4.63 0.08 -0.14  0.267
H: -1.10 -3.57 -0.83  0.400
H: -0.71 2.99 2.69  0.359
H: 0.68 3.22 -1.79  0.361
H: 2.41 2.11 -2.15  0.363
H: -0.70 4.88 0.70  0.302
H: 3.18 1.35 2.09  0.304
H: 0.42 0.89 2.06  0.416
H: -2.16 -3.47 0.23  0.305
H: 1.14 3.92 -3.11  0.287
H: -3.94 -1.02 -0.95  0.280
H: 3.50 2.26 -3.22  0.238
H: 1.81 -0.75 -3.55  0.308
H: 0.18 -4.16 2.92  0.312
H: -2.21 -0.13 0.92  0.002
H: -3.63 -2.06 1.87  0.263
H: 4.73 0.52 -1.89  0.284
H: 1.02 -3.50 -0.35  0.499
H: 0.43 -1.24 0.75  0.239
H: 5.11 -0.73 -1.11  0.293
H: -3.13 3.31 2.49  0.306
H: 0.27 1.31 -0.27  0.131
H: 1.73 -1.81 -1.23  0.521
H: -0.94 -1.87 0.27  0.064
H: -0.92 2.42 -4.25  0.275
H: -0.60 -1.74 1.92  0.198
H: -2.83 -2.20 3.20  0.263
H: 1.42 -3.26 3.16  0.301
H: -0.82 0.29 2.98  0.402
H: -2.18 5.11 0.68  0.250


(2)
Density functional theory data (ωB97M-V/def2-TZVPD) for a 12-piece molecular cluster, C5H37N2O11S overall.

Calculated values
relative energy (zero: lowest compared OMol25 entry of this formula, charge and spin)	118.2	kcal per mole
total charge	+1
HOMO energy	-11.83	eV
frontier orbital gap	9.44	eV

Last column: Mulliken charge in e.
Geometry (Å):
S: 3.60 0.46 -2.04  -0.204
O: 1.20 -3.08 -2.54  -0.612
O: 2.78 -1.45 2.73  -0.614
O: -1.63 2.15 -2.55  -0.677
O: -0.43 3.86 -0.98  -0.605
O: -2.66 -0.45 -2.97  -0.651
O: -1.31 -2.25 -1.67  -0.761
O: -0.14 2.60 2.86  -0.685
O: 1.99 -3.13 0.20  -0.590
O: -0.16 -4.13 1.78  -0.678
O: -2.34 -2.81 2.66  -0.646
O: 1.86 3.04 0.59  -0.537
N: -1.51 1.98 0.44  0.350
N: 0.91 0.29 0.99  0.766
C: 2.87 0.12 -0.43  -0.939
C: -2.89 2.39 -0.09  -0.822
C: 1.31 0.34 -0.46  -0.377
C: -0.46 -0.10 1.23  -0.163
C: -1.63 0.48 0.54  -0.363
H: -0.29 -4.99 1.32  0.319
H: 1.97 -2.59 -2.66  0.299
H: -3.42 -0.82 -3.33  0.280
H: -1.48 -2.19 -0.74  0.245
H: 1.42 -0.36 1.51  -0.075
H: -0.11 3.53 2.53  0.281
H: 2.35 3.88 0.81  0.288
H: 2.60 0.24 -2.85  0.093
H: -3.78 2.17 0.69  0.282
H: 3.10 -0.88 -0.17  0.407
H: 0.74 -3.93 1.45  0.323
H: -1.14 2.37 1.33  0.438
H: 0.81 -3.42 -3.30  0.251
H: -1.82 0.15 -0.50  0.053
H: 1.61 -3.61 -0.52  0.304
H: 0.35 4.40 -0.86  0.266
H: 0.91 -0.43 -1.16  -0.208
H: -0.78 2.33 -0.24  -0.026
H: 0.62 2.13 3.07  0.262
H: -2.11 1.23 -2.55  0.252
H: -0.27 -2.29 -1.86  0.381
H: 2.77 -0.52 2.55  0.347
H: 2.75 -1.48 3.78  0.318
H: -0.51 -1.30 1.02  -0.451
H: 0.98 1.26 -1.00  0.366
H: -1.62 -3.37 2.28  0.380
H: 3.44 0.72 0.34  0.551
H: -3.14 1.85 -0.94  0.398
H: -2.11 -2.26 3.38  0.281
H: 2.86 -3.63 0.53  0.308
H: -2.51 0.19 1.12  0.333
H: -0.54 3.37 -1.86  0.369
H: 2.41 2.57 -0.08  0.285
H: -0.55 0.22 2.35  0.398
H: -2.62 3.41 -0.12  0.445
H: -2.17 -1.17 -2.47  0.437
H: -2.12 2.89 -3.17  0.327


(3)
Density functional theory data (ωB97M-V/def2-TZVPD) for a 12-piece molecular cluster, C5H37N2O12 overall.

Calculated values
relative energy (zero: lowest compared OMol25 entry of this formula, charge and spin)	150.9	kcal per mole
total charge	+1
HOMO energy	-11.83	eV
frontier orbital gap	8.97	eV

Last column: Mulliken charge in e.
Geometry (Å):
O: 1.46 3.63 -1.42  -0.613
O: 2.80 1.43 -2.40  -0.752
O: 4.09 -1.79 2.42  -0.622
O: -2.09 3.09 1.74  -0.558
O: -0.20 -4.24 1.03  -0.614
O: -2.39 -2.70 2.16  -0.513
O: -2.16 3.71 -1.89  -0.560
O: 1.26 -2.51 -3.13  -0.605
O: -0.40 -0.57 -2.19  -0.534
O: 0.65 1.25 -4.61  -0.625
O: -3.20 0.99 2.62  -0.662
O: -3.48 0.37 -1.06  -0.580
N: 1.90 -0.09 -0.36  -0.445
N: -0.94 -1.09 0.32  0.376
C: 1.08 0.94 1.83  -0.331
C: -0.04 0.21 2.47  -0.797
C: -1.68 -1.59 2.56  -0.197
C: 2.07 0.05 1.03  -0.982
C: -0.47 -1.11 1.82  0.035
H: 2.35 3.18 -1.55  0.348
H: -1.78 -0.64 -0.02  0.289
H: -1.81 -3.22 1.65  0.345
H: -2.53 3.77 1.34  0.265
H: 0.52 0.43 -5.05  0.299
H: -3.55 -0.60 -1.22  0.273
H: 2.16 -1.05 -0.75  0.109
H: -1.20 -1.84 3.64  0.317
H: 2.60 0.40 -0.98  0.388
H: 0.34 -1.13 -2.67  0.315
H: -0.26 1.55 -4.28  0.314
H: -3.67 1.01 1.78  0.292
H: 3.06 0.49 1.18  0.545
H: 0.28 -0.02 3.43  0.518
H: 1.43 3.83 -2.43  0.288
H: -0.93 0.83 2.55  -0.060
H: 0.31 -1.84 1.79  0.438
H: 2.30 -1.00 1.57  0.184
H: 3.62 1.23 -3.07  0.322
H: -0.15 0.30 -2.29  0.150
H: -0.29 -4.86 0.34  0.293
H: 0.85 1.66 1.06  0.145
H: -1.38 2.76 1.20  0.246
H: 1.48 1.57 2.61  0.487
H: -0.24 -0.56 -0.28  -0.011
H: -2.28 3.83 -2.79  0.276
H: 4.36 -0.84 2.64  0.354
H: 1.81 -2.66 -3.90  0.297
H: -2.46 -0.78 2.52  0.032
H: -1.08 -2.13 0.15  0.427
H: -4.24 0.86 -1.28  0.273
H: 4.12 -2.48 2.96  0.260
H: 1.68 -3.08 -2.48  0.283
H: -2.16 2.69 -1.93  0.261
H: 1.96 1.37 -2.90  0.360
H: -0.42 -4.93 1.73  0.320
H: -3.04 1.94 2.78  0.338


(4)
Density functional theory data (ωB97M-V/def2-TZVPD) for a 14-piece molecular cluster, C5H37N2O14 overall.

Calculated values
relative energy (zero: lowest compared OMol25 entry of this formula, charge and spin)	39.8	kcal per mole
total charge	+1
HOMO energy	-11.13	eV
frontier orbital gap	8.70	eV

Last column: Mulliken charge in e.
Geometry (Å):
O: 1.83 0.66 -3.92  -0.567
O: 0.11 -2.34 2.13  -0.811
O: -0.59 1.81 3.19  -0.659
O: -1.16 2.45 0.24  -0.502
O: -2.86 0.79 1.98  -0.618
O: 2.21 -2.83 0.78  -0.574
O: 1.60 1.46 4.65  -0.669
O: 3.12 2.17 -1.49  -0.553
O: -0.32 2.57 -4.02  -0.617
O: -4.54 -2.04 -0.28  -0.624
O: 1.74 3.13 1.34  -0.590
O: 2.11 -1.20 3.76  -0.715
O: 2.65 0.13 0.54  -0.458
O: -2.63 -2.68 -2.98  -0.526
N: -0.25 -0.14 0.37  0.904
N: -2.87 0.49 -0.67  -0.112
C: -0.77 -0.64 -0.94  0.226
C: -2.00 -0.28 -1.36  -0.473
C: 0.22 -1.37 -1.77  -0.740
C: 2.04 -2.63 -0.40  -0.003
C: 0.69 -2.69 -1.06  -0.667
H: -2.52 0.81 0.24  -0.142
H: 0.25 2.19 2.91  0.274
H: -4.17 -2.88 0.04  0.312
H: 2.05 2.57 0.62  0.288
H: -3.88 0.49 -0.70  0.364
H: 3.16 1.63 -2.30  0.279
H: 2.85 -2.31 -1.08  0.362
H: 1.03 -2.54 1.78  0.389
H: -3.44 -2.97 -2.54  0.253
H: 1.91 4.01 0.99  0.282
H: 0.04 -2.97 -0.23  0.254
H: -0.82 2.59 -0.65  0.258
H: -2.18 1.44 2.21  0.349
H: 0.88 0.64 -3.85  0.222
H: 3.58 2.97 -1.79  0.253
H: -2.30 -0.54 -2.36  0.494
H: -0.44 -3.12 2.22  0.254
H: -0.17 -1.64 -2.75  0.518
H: -2.68 -3.02 -3.88  0.272
H: 1.27 -1.46 3.35  0.408
H: 0.71 0.21 0.25  -0.165
H: 2.36 -2.00 4.23  0.301
H: 2.95 0.05 1.45  0.240
H: -0.43 1.80 -3.45  0.287
H: -3.63 1.34 1.82  0.333
H: -0.87 0.57 0.78  -0.483
H: 0.61 -3.47 -1.82  0.518
H: -1.19 2.98 -4.12  0.312
H: 3.18 0.84 0.14  0.252
H: -0.47 1.78 4.15  0.267
H: 1.02 -0.74 -2.17  0.397
H: 2.53 1.60 4.43  0.270
H: -0.36 -0.93 1.03  0.566
H: 1.59 0.50 4.49  0.425
H: 2.05 1.13 -4.73  0.300
H: -4.10 -1.41 0.30  0.276
H: -0.71 3.03 0.87  0.307


(5)
Density functional theory data (ωB97M-V/def2-TZVPD) for a 13-piece molecular cluster, C5H37NO12 overall.

Calculated values
relative energy (zero: lowest compared OMol25 entry of this formula, charge and spin)	48.6	kcal per mole
total charge	0
HOMO energy	-8.68	eV
frontier orbital gap	8.98	eV

Last column: Mulliken charge in e.
Geometry (Å):
O: 0.89 -0.90 1.96  -0.935
O: -0.11 0.97 3.66  -0.702
O: -3.70 -1.69 -1.01  -0.708
O: 3.32 1.45 -0.16  -0.622
O: -1.49 -2.27 2.16  -0.601
O: -1.44 2.68 2.22  -0.698
O: 0.43 3.70 0.56  -0.748
O: 0.59 1.03 0.14  -0.055
O: 2.82 -1.28 0.23  -0.679
O: 2.80 0.74 3.30  -0.694
O: -2.95 0.71 0.19  -0.646
O: 2.72 3.04 1.82  -0.841
N: -0.51 -1.70 -1.68  0.430
C: 0.04 -3.01 -1.79  -0.215
C: -1.67 0.06 -3.04  0.684
C: -1.38 1.52 -3.36  -1.340
C: 0.53 -3.78 -0.61  -1.018
C: -0.32 -0.75 -2.78  -0.609
H: -2.33 2.09 -3.57  0.345
H: 2.20 -1.20 0.89  0.420
H: 3.61 0.28 2.93  0.327
H: -2.18 2.34 1.69  0.254
H: 0.76 -4.85 -0.92  0.354
H: -2.91 -1.72 -1.53  0.276
H: 2.75 2.33 2.48  0.449
H: 0.85 -2.96 -2.55  0.270
H: 0.29 -1.61 1.65  0.113
H: 0.27 1.97 0.09  0.176
H: -0.06 -1.40 -3.73  0.360
H: 1.38 1.05 -0.43  0.270
H: -0.09 3.46 1.39  0.420
H: 0.53 -0.10 -2.70  0.300
H: 3.15 2.16 0.35  0.394
H: -1.50 -3.04 2.75  0.261
H: 1.80 3.09 1.53  0.377
H: 0.96 -0.16 1.40  0.622
H: -0.24 -1.29 -0.78  -0.211
H: -0.11 0.11 3.27  0.338
H: -0.79 -3.55 -2.22  0.248
H: -2.29 -0.40 -3.82  0.323
H: -0.86 1.71 -4.23  0.446
H: -0.11 4.28 0.14  0.243
H: -0.86 1.92 -2.41  0.130
H: -2.22 -2.24 1.52  0.292
H: -4.51 -1.53 -1.70  0.333
H: -2.26 -0.02 -2.09  -0.792
H: -0.91 2.08 2.69  0.429
H: -3.35 0.00 -0.39  0.338
H: 1.57 -3.35 -0.31  0.165
H: -2.37 1.25 -0.26  0.335
H: 3.19 -0.38 0.12  0.269
H: 0.39 0.85 4.44  0.309
H: 3.66 1.93 -1.00  0.298
H: 2.04 0.26 3.16  0.309
H: -0.05 -3.83 0.32  0.208


(6)
Density functional theory data (ωB97M-V/def2-TZVPD) for a 13-piece molecular cluster, C5H38N2O13 overall.

Calculated values
relative energy (zero: lowest compared OMol25 entry of this formula, charge and spin)	152.2	kcal per mole
total charge	0
HOMO energy	-9.06	eV
frontier orbital gap	8.90	eV

Last column: Mulliken charge in e.
Geometry (Å):
O: -0.79 2.28 3.02  -0.616
O: -1.39 -3.23 2.34  -0.592
O: 1.78 3.00 1.26  -0.536
O: 1.98 1.37 -3.26  -0.643
O: 1.38 -2.76 3.28  -0.711
O: 0.78 -0.88 -3.86  -0.737
O: 0.60 3.57 -2.50  -0.665
O: -1.59 -1.34 -2.86  -0.785
O: 1.43 -3.12 0.01  -0.702
O: -3.17 1.12 1.87  -0.664
O: 1.30 -0.34 2.24  -0.721
O: -1.71 -3.56 -0.77  -0.622
O: 3.63 1.16 1.07  -0.615
N: -0.25 0.22 -0.15  0.617
N: 1.96 -0.33 -1.05  -0.244
C: -1.31 1.17 0.26  0.329
C: -1.93 1.62 -1.00  -1.263
C: 0.78 0.66 -1.15  -1.215
C: -2.25 0.23 1.19  0.565
C: -3.28 -0.76 0.56  -0.896
H: 0.95 2.82 -2.92  0.433
H: 1.16 -1.85 2.88  0.366
H: -0.68 -2.94 2.81  0.340
H: 4.48 0.92 0.79  0.251
H: 1.05 -0.44 1.22  0.146
H: 3.42 0.56 1.91  0.320
H: -4.06 -0.63 1.44  0.328
H: 2.37 -0.50 -1.98  0.295
H: 1.18 -1.25 -3.14  0.255
H: -1.73 -0.83 -1.93  0.116
H: 2.54 -0.06 -0.24  0.156
H: 1.24 1.65 -0.98  -0.223
H: -0.22 -0.88 -3.65  0.572
H: 1.46 1.18 -4.03  0.329
H: 2.12 -2.73 3.76  0.256
H: -1.12 -2.23 -2.75  0.351
H: 1.80 -2.29 -0.46  0.353
H: 2.51 2.72 0.75  0.252
H: -0.82 1.45 3.63  0.299
H: -1.55 -0.23 2.05  -0.219
H: -1.84 0.95 -1.92  0.137
H: -0.56 -0.70 -0.44  -0.035
H: -1.57 2.63 -1.35  0.339
H: -2.71 -1.72 0.35  0.112
H: 0.97 3.62 -1.62  0.265
H: -2.32 -2.95 2.63  0.293
H: 0.45 0.67 -2.12  1.122
H: -0.01 2.68 3.37  0.282
H: -3.71 -0.62 -0.44  0.188
H: -2.86 2.01 2.21  0.357
H: 1.44 3.85 0.93  0.284
H: 2.90 1.49 -3.75  0.268
H: 1.20 0.63 2.49  0.290
H: -0.89 1.92 0.88  0.483
H: -1.40 -4.46 -0.96  0.307
H: 1.12 -3.01 0.86  0.294
H: -2.96 1.96 -0.93  0.492
H: -1.26 -3.48 0.13  0.262


(7)
Density functional theory data (ωB97M-V/def2-TZVPD) for a 14-piece molecular cluster, C5H38N2O14 overall.

Calculated values
relative energy (zero: lowest compared OMol25 entry of this formula, charge and spin)	107.9	kcal per mole
total charge	0
HOMO energy	-8.44	eV
frontier orbital gap	8.50	eV

Last column: Mulliken charge in e.
Geometry (Å):
O: -4.21 -1.18 -0.19  -0.645
O: -0.91 0.60 1.88  -0.683
O: -2.11 3.01 2.77  -0.696
O: 1.57 -3.02 0.89  -0.659
O: -0.85 -2.24 2.10  -0.696
O: 2.50 -2.13 -2.12  -0.581
O: 2.97 -0.27 0.24  -0.443
O: -3.17 -0.89 2.32  -0.634
O: -4.10 1.62 1.04  -0.649
O: -4.26 -1.42 -2.94  -0.657
O: 0.46 3.33 4.14  -0.615
O: 4.65 1.38 -1.85  -0.522
O: 4.13 -3.94 1.50  -0.606
O: 1.63 0.78 2.52  -0.742
N: -0.14 -1.19 -3.25  -0.479
N: -0.65 0.69 -1.87  -0.079
C: 3.63 2.00 -1.66  -0.169
C: 1.13 2.46 -1.83  -0.765
C: 2.32 1.58 -2.29  0.517
C: 0.08 1.63 -1.04  -0.313
C: -0.35 -0.75 -1.88  0.275
H: 0.64 -3.20 1.10  0.359
H: 2.10 0.53 -2.11  -0.477
H: 2.60 -1.08 0.63  0.356
H: 1.76 0.43 1.63  0.254
H: -4.67 -0.37 -0.46  0.277
H: -3.45 -0.91 -3.08  0.314
H: 1.43 3.33 -1.26  0.542
H: -4.12 0.94 1.73  0.356
H: -0.13 0.91 2.36  0.449
H: 2.72 -1.61 -1.33  0.088
H: -3.97 -2.27 -3.28  0.333
H: -3.38 -1.23 1.43  0.389
H: -0.62 2.38 -0.67  0.288
H: 3.30 -4.18 1.92  0.308
H: -0.36 3.27 3.63  0.344
H: -1.18 1.14 -2.60  0.271
H: -3.22 -1.71 2.84  0.294
H: 0.52 -0.91 -1.25  -0.263
H: 0.78 -1.38 -3.58  0.219
H: 0.24 3.19 5.07  0.295
H: -1.44 0.02 2.46  0.331
H: -1.13 -1.70 1.35  0.319
H: 3.57 2.91 -1.05  0.321
H: 3.83 -3.56 0.67  0.315
H: 3.38 -2.31 -2.48  0.327
H: 0.58 2.67 -2.75  0.187
H: -2.84 3.38 2.28  0.311
H: 0.53 1.01 -0.26  -0.167
H: 0.06 -1.93 2.23  0.359
H: 1.95 1.69 2.52  0.333
H: -3.22 1.81 0.71  0.278
H: -4.56 -1.76 -0.87  0.288
H: 1.47 -2.97 -0.08  0.273
H: -0.74 -0.70 -3.90  0.194
H: 3.92 -0.36 0.38  0.226
H: 2.46 1.63 -3.38  0.423
H: -1.24 -1.23 -1.46  0.137
H: -1.93 2.11 2.44  0.391


(8)
Density functional theory data (ωB97M-V/def2-TZVPD) for a 16-piece molecular cluster, C5H38O15 overall.

Calculated values
relative energy (zero: lowest compared OMol25 entry of this formula, charge and spin)	98.7	kcal per mole
total charge	0
HOMO energy	-8.50	eV
frontier orbital gap	8.69	eV

Last column: Mulliken charge in e.
Geometry (Å):
O: -1.11 1.46 3.46  -0.749
O: 3.15 -3.11 -1.80  -0.717
O: 3.38 -0.80 1.11  -0.710
O: -1.42 3.37 1.31  -0.621
O: 2.07 2.22 -1.87  -0.619
O: 2.04 -3.83 0.69  -0.782
O: 0.10 -2.79 2.74  -0.634
O: -0.08 3.70 -1.14  -0.685
O: 0.07 -2.39 -3.25  -0.569
O: 0.88 -0.33 3.06  -0.743
O: -2.54 1.92 -1.88  -0.603
O: -3.61 0.89 2.70  -0.736
O: -4.03 1.20 0.07  -0.636
O: 2.85 -0.40 -1.50  -0.696
O: -0.24 1.62 -3.18  -0.728
C: -1.18 -1.42 -0.70  -0.038
C: -0.10 0.62 0.00  2.280
C: -0.29 -0.82 0.08  0.527
C: -1.34 -2.88 -0.70  -0.916
C: 0.97 1.28 0.50  -1.826
H: -1.48 2.62 0.88  0.111
H: -2.02 2.63 -1.82  0.288
H: -0.37 -2.36 -4.06  0.259
H: 3.03 -0.26 -0.53  0.423
H: -3.63 2.00 -0.22  0.374
H: 1.67 0.12 2.80  0.275
H: 0.34 -1.96 3.04  0.400
H: 1.29 -4.20 0.16  0.347
H: 2.67 -1.46 1.16  0.330
H: -0.43 -3.22 -0.13  -0.107
H: -1.99 1.09 3.18  0.400
H: 0.45 -1.39 0.77  -0.331
H: -2.31 -3.14 -0.17  0.337
H: -1.95 1.54 -2.61  0.412
H: -0.63 3.73 -0.33  0.418
H: 1.93 0.83 0.98  0.128
H: -3.74 1.83 2.49  0.330
H: 2.66 -3.39 -0.95  0.494
H: 2.50 -3.36 -2.38  0.305
H: -1.98 -0.79 -1.18  0.108
H: -1.61 -3.44 -1.60  0.371
H: 0.74 3.49 -0.84  0.302
H: 0.31 -1.55 -2.93  0.292
H: -3.39 0.46 1.85  0.391
H: 1.69 -3.41 1.44  0.270
H: 4.24 -1.25 1.17  0.272
H: -1.14 1.45 4.41  0.293
H: -0.80 1.17 -0.75  -0.248
H: 2.90 2.34 -1.48  0.329
H: 1.82 1.34 -1.69  0.184
H: -0.81 -2.82 2.74  0.271
H: 0.60 1.47 -3.52  0.317
H: 0.13 0.29 3.11  0.492
H: -1.41 3.04 2.24  0.449
H: 0.96 2.30 0.55  0.026
H: -3.89 0.68 -0.62  0.250
H: 3.03 -1.33 -1.65  0.355
H: -0.08 2.38 -2.71  0.284